[1]
{"formula": "C28H31IrNO7P4SSe3Te", "method": "ωB97M-V/def2-TZVPD", "species": ["Ir", "Se", "Se", "Te", "Se", "O", "P", "O", "O", "O", "P", "O", "O", "O", "H", "H", "C", "S", "C", "C", "C", "N", "P", "C", "C", "C", "C", "C", "C", "C", "C", "C", "C", "C", "C", "P", "C", "C", "C", "C", "C", "C", "C", "C", "C", "C", "C", "C", "H", "H", "H", "H", "H", "H", "H", "H", "H", "H", "H", "H", "H", "H", "H", "H", "H", "H", "H", "H", "H", "H", "H", "H", "H", "H", "H", "H", "H"], "coordinates": [[1.124, -0.782, -0.173], [0.174, -3.227, 0.114], [0.368, -5.448, 3.196], [1.263, -6.463, 1.237], [2.086, -4.419, -0.068], [3.622, 0.820, -1.100], [3.797, 0.524, -2.658], [4.524, 1.558, -3.385], [2.263, 0.381, -3.094], [4.373, -0.927, -2.817], [3.611, -2.357, -2.378], [2.756, -2.649, -3.699], [4.616, -3.399, -2.181], [2.672, -1.978, -1.256], [4.463, 0.838, -0.626], [2.183, -1.915, -3.956], [3.007, -1.663, 3.427], [3.967, -0.136, 3.480], [3.041, 0.792, 2.246], [1.741, 1.425, 2.745], [0.681, 1.606, 1.659], [0.140, 0.351, 1.150], [0.869, 0.406, -2.196], [0.577, 2.183, -1.993], [1.565, 3.142, -2.197], [1.305, 4.475, -1.891], [0.073, 4.853, -1.383], [-0.919, 3.899, -1.188], [-0.666, 2.572, -1.490], [-0.313, -0.101, -3.452], [-0.675, 0.741, -4.507], [-1.603, 0.312, -5.439], [-2.175, -0.952, -5.323], [-1.821, -1.790, -4.277], [-0.891, -1.363, -3.336], [-0.646, -0.745, 2.181], [-1.641, 0.231, 3.375], [-1.553, -0.068, 4.730], [-2.297, 0.649, 5.662], [-3.121, 1.680, 5.239], [-3.211, 1.993, 3.886], [-2.479, 1.270, 2.959], [-2.045, -1.386, 1.182], [-2.700, -2.520, 1.661], [-3.765, -3.068, 0.960], [-4.181, -2.493, -0.234], [-3.532, -1.366, -0.720], [-2.470, -0.817, -0.013], [3.510, -2.379, 4.075], [2.979, -2.066, 2.413], [1.986, -1.519, 3.783], [2.854, 0.111, 1.413], [3.721, 1.566, 1.883], [1.963, 2.416, 3.148], [1.319, 0.839, 3.566], [1.090, 2.180, 0.822], [-0.141, 2.191, 2.082], [2.537, 2.877, -2.597], [2.076, 5.216, -2.057], [-0.120, 5.892, -1.143], [-1.887, 4.189, -0.800], [-1.445, 1.834, -1.340], [-0.233, 1.727, -4.590], [-1.886, 0.962, -6.256], [-2.905, -1.280, -6.052], [-2.269, -2.770, -4.186], [-0.619, -2.001, -2.503], [-0.902, -0.872, 5.058], [-2.227, 0.406, 6.714], [-3.697, 2.243, 5.962], [-3.857, 2.798, 3.558], [-2.568, 1.498, 1.902], [-2.364, -2.985, 2.582], [-4.262, -3.952, 1.340], [-5.007, -2.925, -0.786], [-3.848, -0.915, -1.654], [-1.953, 0.053, -0.393]], "forces_ev_per_angstrom": [[0.384, -0.107, -0.361], [-0.267, 0.116, -0.111], [0.002, 0.017, 0.009], [-0.036, -0.082, 0.010], [0.131, 0.033, 0.057], [0.065, -0.075, 0.145], [0.207, -0.008, -0.272], [-0.080, -0.204, 0.040], [-0.184, 0.143, 0.043], [-0.125, 0.029, 0.210], [0.322, -0.007, -0.303], [-0.034, 0.061, 0.005], [-0.148, 0.138, 0.082], [-0.052, 0.211, 0.297], [-0.021, 0.032, 0.024], [-0.016, -0.038, 0.028], [0.011, -0.043, 0.087], [-0.004, -0.088, 0.027], [0.052, 0.187, 0.044], [0.064, 0.034, 0.018], [-0.197, 0.143, -0.041], [0.130, -0.515, -0.014], [0.088, 0.005, -0.091], [-0.037, 0.005, 0.089], [0.027, 0.034, -0.009], [0.028, -0.041, -0.028], [-0.013, 0.000, 0.009], [0.010, -0.016, -0.019], [0.007, 0.041, -0.014], [-0.165, 0.013, -0.047], [0.008, -0.052, -0.011], [-0.013, -0.021, -0.002], [0.005, 0.031, -0.017], [0.035, 0.003, 0.036], [-0.018, 0.042, -0.069], [-0.226, -0.288, 0.332], [0.118, 0.292, 0.001], [0.004, 0.021, 0.004], [0.013, -0.020, -0.051], [0.001, 0.003, -0.009], [0.023, -0.019, 0.006], [-0.032, -0.058, 0.032], [-0.059, 0.105, -0.090], [-0.042, -0.005, 0.027], [0.038, 0.054, 0.019], [0.018, 0.022, 0.009], [0.012, -0.011, 0.015], [-0.062, -0.034, -0.020], [-0.034, -0.002, -0.009], [0.025, 0.010, -0.007], [0.025, 0.015, -0.018], [0.001, -0.025, -0.058], [-0.048, 0.019, -0.049], [-0.012, -0.042, 0.118], [0.020, -0.027, -0.015], [0.001, -0.059, -0.035], [0.012, 0.070, -0.017], [-0.088, 0.017, 0.006], [-0.004, -0.007, 0.004], [0.007, -0.028, -0.008], [0.007, -0.005, -0.010], [-0.015, -0.025, 0.012], [-0.003, -0.018, 0.003], [-0.001, -0.003, -0.007], [0.014, 0.004, 0.005], [0.004, 0.002, 0.002], [0.003, -0.003, -0.005], [0.013, 0.021, -0.001], [0.002, -0.005, -0.020], [0.005, -0.002, -0.005], [0.006, -0.016, 0.003], [0.008, 0.000, 0.015], [0.001, 0.002, -0.027], [0.011, 0.016, -0.001], [0.017, 0.004, 0.010], [0.018, -0.012, 0.024], [0.032, 0.019, -0.036]], "mulliken_spin": [1.606, 0.790, 0.677, 0.360, 0.231, -0.008, -0.012, 0.001, -0.002, 0.002, -0.006, 0.000, 0.009, 0.028, 0.007, 0.003, 0.015, 0.007, 0.040, 0.044, 0.007, 0.515, 0.406, -0.039, 0.036, -0.006, 0.013, -0.010, 0.026, 0.034, -0.002, 0.002, -0.001, 0.005, -0.032, 0.081, 0.055, -0.002, 0.007, -0.001, 0.005, 0.006, -0.007, 0.012, -0.009, -0.008, 0.009, 0.068, 0.000, -0.006, -0.002, 0.037, 0.003, -0.003, 0.003, -0.031, -0.014, 0.002, -0.001, 0.001, 0.000, 0.003, 0.002, 0.000, 0.000, 0.000, 0.029, 0.000, 0.000, 0.000, 0.000, 0.004, 0.018, -0.001, 0.000, 0.001, -0.008], "relative_energy_kcal_mol": 6.5, "multiplicity": 6, "homo_lumo_gap_ha": [0.232, 0.204]}



[2]
{"formula": "C8H16N2", "method": "ωB97M-V/def2-TZVPD", "species": ["C", "C", "C", "C", "C", "N", "N", "H", "H", "H", "H", "H", "H", "H", "H", "C", "C", "C", "H", "H", "H", "H", "H", "H", "H", "H"], "coordinates": [[0.230, -0.107, -1.933], [1.139, 0.527, -3.010], [-1.043, 0.621, -1.667], [-1.254, 1.976, -1.614], [-3.050, 0.870, -0.975], [-2.172, -0.052, -1.296], [-2.544, 2.103, -1.143], [-0.014, -1.121, -2.233], [0.802, -0.284, -1.025], [0.958, 0.028, -3.961], [-0.612, 2.835, -1.686], [-4.049, 0.704, -0.613], [-2.987, 2.994, -0.995], [2.188, 0.391, -2.783], [0.910, 1.587, -3.124], [0.555, -1.154, 2.157], [1.639, -2.255, 2.060], [0.841, -0.197, 3.314], [0.479, -0.634, 1.199], [-0.440, -1.591, 2.254], [1.769, -2.604, 1.035], [1.452, -3.074, 2.750], [0.090, -0.349, 4.098], [1.800, -0.312, 3.820], [2.579, -1.762, 2.287], [0.735, 0.863, 3.084]], "forces_ev_per_angstrom": [[0.456, -0.397, -0.573], [-0.587, -0.263, 0.123], [0.571, 0.313, 0.045], [-0.243, -0.458, 0.543], [0.007, -0.317, -0.088], [-0.382, -0.007, 0.281], [0.334, 0.838, -0.226], [-0.252, -0.142, -0.168], [-0.037, 0.416, 0.352], [-0.041, 0.212, -0.119], [0.066, -0.025, -0.246], [-0.088, -0.081, -0.051], [-0.220, -0.212, 0.071], [0.210, 0.107, 0.115], [0.230, 0.004, -0.054], [0.317, -0.357, -0.365], [-0.278, 0.914, -0.447], [-0.946, 0.313, 0.813], [0.317, 0.190, 0.099], [0.066, -0.109, 0.207], [-0.327, -0.369, 0.082], [0.139, -0.089, -0.016], [0.124, -0.071, 0.061], [0.154, -0.222, -0.340], [0.316, -0.212, 0.287], [0.093, 0.024, -0.387]], "mulliken_charge": [0.133, -1.146, 0.437, -0.643, -0.272, -0.634, -0.047, 0.367, -0.103, 0.254, 0.382, 0.432, 0.178, 0.368, 0.300, 0.371, -1.220, -1.141, -0.280, 0.335, 0.322, 0.308, 0.265, 0.340, 0.350, 0.342], "relative_energy_kcal_mol": 12.4, "smiles": "CCc1c[nH]cn1.CCC", "homo_lumo_gap_ha": 0.346}